Record 1
{"formula": "C29H10BCl4F15O3Si", "method": "ωB97M-V/def2-TZVPD", "elements": ["Cl", "B", "Cl", "Cl", "O", "C", "C", "C", "C", "C", "Cl", "C", "C", "H", "H", "H", "H", "H", "F", "C", "C", "F", "C", "F", "C", "Si", "C", "C", "F", "C", "F", "C", "F", "C", "F", "C", "F", "C", "C", "F", "C", "F", "C", "F", "C", "F", "C", "F", "O", "C", "C", "C", "C", "O", "C", "F", "C", "F", "H", "H", "H", "H", "H"], "positions_angstrom": [[3.836, -5.227, 4.707], [2.661, -3.809, 4.732], [0.934, -4.333, 4.201], [2.573, -2.973, 6.414], [3.174, -2.787, 3.763], [2.786, -1.560, 3.721], [3.742, -0.508, 3.548], [3.342, 0.826, 3.803], [4.238, 1.869, 3.618], [5.539, 1.590, 3.163], [6.607, 2.883, 2.822], [5.973, 0.264, 2.990], [5.091, -0.784, 3.198], [1.739, -1.311, 3.936], [2.326, 1.000, 4.154], [3.942, 2.898, 3.810], [7.000, 0.077, 2.687], [5.423, -1.816, 3.100], [0.510, 6.029, -0.282], [0.083, 4.816, -0.679], [-1.257, 4.464, -0.512], [-2.137, 5.346, 0.004], [-1.681, 3.198, -0.901], [-3.003, 2.909, -0.781], [-0.814, 2.254, -1.452], [-1.329, 0.531, -1.914], [-2.888, 0.002, -1.044], [-4.054, -0.439, -1.680], [-4.138, -0.415, -3.036], [-5.163, -0.899, -0.976], [-6.261, -1.316, -1.640], [-5.137, -0.927, 0.417], [-6.199, -1.389, 1.103], [-4.004, -0.473, 1.093], [-3.957, -0.495, 2.443], [-2.922, -0.008, 0.354], [-1.844, 0.471, 1.035], [-1.468, 0.434, -3.770], [-1.990, 1.514, -4.490], [-2.418, 2.616, -3.815], [-2.178, 1.494, -5.867], [-2.697, 2.561, -6.507], [-1.842, 0.340, -6.577], [-2.022, 0.292, -7.909], [-1.316, -0.760, -5.899], [-0.993, -1.878, -6.580], [-1.142, -0.698, -4.518], [-0.685, -1.809, -3.880], [-0.073, -0.452, -1.281], [-0.089, -1.385, -0.357], [-0.531, -2.700, -0.423], [-0.223, -3.387, 0.828], [0.241, -2.232, 1.708], [0.434, -1.081, 0.817], [0.500, 2.670, -1.672], [1.345, 1.846, -2.347], [0.968, 3.917, -1.274], [2.255, 4.268, -1.476], [-0.986, -3.109, -1.316], [-1.078, -3.891, 1.293], [0.587, -4.126, 0.717], [-0.514, -1.961, 2.455], [1.182, -2.442, 2.218]], "spin_multiplicity": 1, "e_homo_ev": -8.08, "charge": 0}

Record 2
{"formula": "C36H102F3O34", "method": "ωB97M-V/def2-TZVPD", "elements": ["C", "O", "O", "C", "F", "F", "F", "C", "C", "H", "H", "H", "H", "H", "H", "C", "C", "O", "O", "H", "H", "H", "H", "H", "H", "C", "C", "O", "O", "H", "H", "H", "H", "H", "H", "C", "C", "O", "O", "H", "H", "H", "H", "H", "H", "C", "C", "O", "O", "H", "H", "H", "H", "H", "H", "C", "C", "O", "O", "H", "H", "H", "H", "H", "H", "C", "C", "O", "O", "H", "H", "H", "H", "H", "H", "C", "C", "O", "O", "H", "H", "H", "H", "H", "H", "C", "C", "O", "O", "H", "H", "H", "H", "H", "H", "C", "C", "O", "O", "H", "H", "H", "H", "H", "H", "C", "C", "O", "O", "H", "H", "H", "H", "H", "H", "C", "C", "O", "O", "H", "H", "H", "H", "H", "H", "C", "C", "O", "O", "H", "H", "H", "H", "H", "H", "C", "C", "O", "O", "H", "H", "H", "H", "H", "H", "C", "C", "O", "O", "H", "H", "H", "H", "H", "H", "C", "C", "O", "O", "H", "H", "H", "H", "H", "H", "C", "C", "O", "O", "H", "H", "H", "H", "H", "H"], "positions_angstrom": [[-1.783, 0.521, -1.532], [-0.675, 1.149, -0.843], [-2.412, 1.668, -2.156], [-1.235, -0.735, -2.392], [-2.157, -1.012, -3.316], [-0.125, -0.463, -3.095], [-1.010, -1.856, -1.641], [-0.134, 0.381, 0.272], [0.984, 1.115, 1.099], [1.877, 1.255, 0.489], [0.779, 2.159, 1.338], [1.311, 0.721, 2.061], [0.351, -0.535, -0.066], [-0.851, 0.148, 1.059], [-2.539, 0.170, -0.830], [-3.067, 4.486, 6.180], [-2.972, 5.051, 7.648], [-2.543, 6.400, 7.627], [-3.866, 3.320, 6.010], [-2.118, 4.490, 5.643], [-3.660, 5.161, 5.563], [-2.396, 4.390, 8.295], [-3.973, 5.021, 8.079], [-3.203, 6.999, 7.272], [-4.259, 3.483, 5.149], [-8.867, 1.750, 0.201], [-8.831, 0.518, -0.715], [-8.497, 0.927, -2.033], [-7.635, 2.091, 0.749], [-9.589, 1.643, 1.010], [-9.351, 2.607, -0.267], [-9.787, 0.000, -0.646], [-8.091, -0.132, -0.247], [-7.607, 1.285, -1.989], [-7.172, 2.552, 0.046], [-10.523, -1.135, -8.841], [-9.496, -2.059, -8.203], [-9.933, -2.436, -6.917], [-11.686, -1.811, -9.283], [-10.020, -0.595, -9.644], [-10.638, -0.358, -8.086], [-8.514, -1.589, -8.143], [-9.350, -2.953, -8.810], [-9.895, -1.715, -6.285], [-11.484, -2.374, -10.034], [0.426, 2.352, -10.098], [1.184, 3.524, -10.697], [1.846, 3.212, -11.944], [-0.750, 1.977, -10.763], [0.215, 2.549, -9.046], [1.105, 1.503, -10.172], [1.957, 3.916, -10.035], [0.510, 4.351, -10.919], [2.490, 3.916, -12.050], [-1.535, 2.352, -10.359], [10.468, 2.085, 0.640], [9.316, 2.798, 1.425], [9.807, 3.590, 2.474], [11.401, 2.899, 0.030], [10.043, 1.470, -0.154], [10.947, 1.392, 1.332], [8.690, 2.053, 1.915], [8.730, 3.496, 0.827], [10.544, 3.187, 2.938], [10.994, 3.493, -0.606], [4.835, 6.239, 6.969], [3.903, 7.248, 6.223], [4.164, 8.549, 6.617], [4.434, 5.962, 8.352], [5.806, 6.733, 6.953], [4.874, 5.336, 6.360], [2.866, 6.964, 6.401], [4.134, 7.248, 5.158], [3.757, 8.671, 7.477], [4.226, 6.763, 8.839], [-5.094, -7.996, -1.337], [-6.545, -7.619, -1.665], [-7.449, -8.631, -1.249], [-4.708, -9.248, -1.845], [-4.996, -8.094, -0.256], [-4.335, -7.258, -1.593], [-6.673, -7.279, -2.693], [-6.766, -6.701, -1.121], [-8.251, -8.528, -1.767], [-5.425, -9.812, -1.549], [3.148, -6.891, -7.473], [4.734, -6.950, -7.385], [5.234, -7.708, -6.293], [2.598, -8.164, -7.376], [2.816, -6.355, -8.362], [2.819, -6.250, -6.655], [5.139, -5.947, -7.245], [5.151, -7.210, -8.358], [4.785, -8.557, -6.302], [2.746, -8.540, -6.505], [1.796, -0.245, 10.889], [1.241, -1.475, 11.627], [1.634, -2.679, 10.924], [3.079, 0.115, 11.256], [1.132, 0.586, 11.128], [1.771, -0.426, 9.814], [0.152, -1.521, 11.608], [1.586, -1.587, 12.655], [2.553, -2.884, 11.109], [3.246, 1.021, 10.988], [-6.914, -3.817, 5.310], [-7.503, -5.156, 4.973], [-8.631, -5.376, 5.825], [-5.941, -3.378, 4.363], [-6.527, -3.754, 6.327], [-7.694, -3.058, 5.365], [-6.823, -5.980, 5.191], [-7.772, -5.269, 3.923], [-9.409, -4.979, 5.425], [-5.787, -2.453, 4.571], [8.856, -0.654, 8.693], [8.133, -1.076, 7.360], [8.380, -2.400, 6.949], [8.163, -1.153, 9.853], [8.697, 0.423, 8.639], [9.919, -0.853, 8.822], [8.547, -0.512, 6.524], [7.063, -0.890, 7.455], [8.504, -2.444, 5.998], [7.314, -0.705, 9.855], [-6.296, 4.540, -8.210], [-5.564, 5.716, -7.573], [-5.807, 5.819, -6.118], [-5.530, 3.393, -7.923], [-6.323, 4.667, -9.292], [-7.281, 4.280, -7.821], [-5.810, 6.684, -8.009], [-4.508, 5.591, -7.813], [-5.381, 5.157, -5.568], [-5.310, 3.474, -6.992], [5.292, 1.796, -4.508], [5.278, 0.991, -5.796], [6.633, 0.757, -6.183], [5.297, 3.182, -4.828], [6.165, 1.518, -3.917], [4.415, 1.702, -3.868], [4.766, 1.482, -6.624], [4.824, 0.005, -5.701], [6.846, 0.144, -5.475], [4.413, 3.555, -4.790], [6.893, -4.076, -1.280], [6.949, -3.463, 0.160], [8.232, -3.497, 0.730], [7.624, -3.337, -2.188], [5.892, -3.978, -1.700], [7.156, -5.131, -1.192], [6.213, -3.915, 0.825], [6.637, -2.419, 0.124], [8.868, -3.520, 0.011], [8.546, -3.420, -1.932], [0.064, 7.149, -1.744], [-1.293, 7.772, -1.496], [-2.127, 7.008, -0.560], [0.067, 6.326, -2.933], [0.364, 6.700, -0.797], [0.803, 7.903, -2.014], [-1.918, 7.843, -2.385], [-1.299, 8.789, -1.105], [-2.073, 6.082, -0.809], [-0.515, 5.571, -2.820], [1.306, -6.422, 4.912], [0.170, -5.603, 4.410], [0.140, -4.306, 5.061], [1.152, -6.742, 6.270], [2.250, -5.882, 4.841], [1.275, -7.325, 4.303], [-0.752, -6.036, 4.797], [0.076, -5.572, 3.324], [-0.799, -4.113, 5.124], [1.535, -6.054, 6.819]], "spin_multiplicity": 1, "e_homo_ev": -3.90, "charge": -1}

Record 3
{"formula": "C4H10N2O", "method": "ωB97M-V/def2-TZVPD", "elements": ["C", "C", "C", "C", "N", "N", "O", "H", "H", "H", "H", "H", "H", "H", "H", "H", "H"], "positions_angstrom": [[0.453, -0.075, 0.934], [-0.374, -0.266, 2.625], [1.099, -0.450, -1.734], [-0.822, 1.007, -1.284], [0.273, 0.225, -0.767], [-0.300, -1.201, 0.734], [-0.227, 0.841, 1.722], [-1.282, -0.964, 0.598], [1.523, -0.181, 1.098], [-1.394, -0.431, 2.953], [0.394, -0.331, 3.391], [-1.506, 0.411, -1.903], [0.514, -1.097, -2.399], [1.851, -1.064, -1.232], [1.633, 0.283, -2.357], [-1.397, 1.462, -0.475], [-0.438, 1.829, -1.906]], "spin_multiplicity": 1, "e_homo_ev": [-7.21, -7.38], "charge": 0}

Record 4
{"formula": "C3H10OS", "method": "ωB97M-V/def2-TZVPD", "elements": ["C", "C", "C", "S", "H", "H", "H", "H", "H", "H", "H", "H", "H", "H", "O"], "positions_angstrom": [[-0.182, 1.669, -2.392], [-0.464, 0.809, -1.158], [-0.172, 1.422, 0.204], [-0.744, 0.239, 1.529], [-0.452, 2.704, -2.167], [0.804, 1.411, -2.774], [-0.769, 1.311, -3.240], [0.124, -0.100, -1.336], [-1.493, 0.449, -1.030], [0.871, 1.646, 0.393], [-0.885, 2.233, 0.363], [-1.528, 1.005, 2.309], [2.551, -4.015, -0.366], [1.235, -3.391, 0.154], [2.034, -3.810, 0.420]], "spin_multiplicity": 1, "e_homo_ev": -9.11, "smiles": "CCCS.O", "charge": 0}

Record 5
{"formula": "C4H5NO2", "method": "ωB97M-V/def2-TZVPD", "elements": ["C", "O", "C", "N", "O", "C", "C", "H", "H", "H", "H", "H"], "positions_angstrom": [[0.590, 1.370, 1.533], [1.112, 0.269, 0.786], [0.197, -0.364, 0.027], [-0.921, -0.804, 0.542], [-1.596, -1.390, -0.496], [-0.861, -1.297, -1.622], [0.296, -0.629, -1.386], [0.004, 2.010, 0.865], [-0.042, 1.045, 2.366], [1.453, 1.921, 1.911], [-1.324, -1.799, -2.460], [1.090, -0.332, -2.067]], "spin_multiplicity": 1, "e_homo_ev": -9.92, "smiles": "COc1ccon1", "charge": 0}

Record 6
{"formula": "C29H32N4O4", "method": "ωB97M-V/def2-TZVPD", "elements": ["C", "H", "H", "H", "C", "C", "H", "H", "H", "H", "C", "N", "C", "O", "C", "N", "C", "O", "C", "C", "C", "C", "C", "C", "C", "C", "C", "C", "C", "C", "C", "C", "C", "N", "H", "H", "H", "H", "H", "C", "H", "H", "H", "H", "H", "H", "H", "H", "H", "C", "O", "N", "H", "C", "H", "H", "C", "H", "C", "H", "H", "C", "H", "C", "H", "O", "H", "H", "H"], "positions_angstrom": [[0.530, -0.968, 4.740], [0.244, -2.014, 4.812], [0.542, -0.544, 5.742], [-0.220, -0.436, 4.160], [1.914, -0.835, 4.109], [2.961, -1.571, 4.941], [3.960, -1.385, 4.553], [2.780, -2.642, 4.910], [2.924, -1.238, 5.975], [2.177, 0.229, 4.069], [1.932, -1.357, 2.662], [1.171, -0.478, 1.797], [1.151, -0.647, 0.466], [1.780, -1.499, -0.127], [0.204, 0.349, -0.245], [0.740, 1.694, -0.154], [0.551, 2.483, 0.932], [0.107, 2.100, 2.005], [0.995, 3.836, 0.548], [1.028, 5.004, 1.289], [1.491, 6.154, 0.669], [1.916, 6.128, -0.652], [1.885, 4.954, -1.393], [1.413, 3.810, -0.782], [1.248, 2.421, -1.315], [0.236, 2.245, -2.399], [-0.399, 1.047, -2.558], [-1.340, 1.218, -3.613], [-2.265, 0.383, -4.238], [-3.034, 0.898, -5.257], [-2.901, 2.227, -5.669], [-1.995, 3.076, -5.071], [-1.217, 2.566, -4.041], [-0.250, 3.171, -3.281], [0.026, 4.136, -3.335], [-1.893, 4.103, -5.389], [-3.523, 2.593, -6.472], [-3.757, 0.268, -5.754], [-2.370, -0.645, -3.925], [-0.045, -0.109, -1.691], [0.872, -0.588, -2.051], [-0.829, -0.865, -1.682], [2.213, 1.987, -1.623], [2.234, 4.940, -2.416], [2.278, 7.035, -1.112], [1.528, 7.082, 1.220], [0.701, 5.006, 2.317], [-0.743, 0.351, 0.312], [0.691, 0.325, 2.200], [1.413, -2.802, 2.552], [2.124, -3.760, 2.764], [0.098, -2.901, 2.258], [-0.394, -2.056, 2.002], [-0.467, -4.095, 1.680], [0.240, -4.910, 1.843], [-1.418, -4.321, 2.172], [-0.690, -3.865, 0.174], [0.275, -3.611, -0.279], [-1.372, -5.054, -0.509], [-1.041, -5.133, -1.545], [-1.158, -5.990, 0.001], [-2.848, -4.665, -0.453], [-3.275, -4.921, 0.517], [-2.766, -3.150, -0.615], [-2.736, -2.878, -1.681], [-1.559, -2.742, 0.005], [-3.592, -2.614, -0.142], [-3.443, -5.131, -1.235], [2.971, -1.396, 2.308]], "spin_multiplicity": 1, "e_homo_ev": -7.96, "smiles": "CC(C)[C@H](NC(=O)[C@@H]1Cc2c([nH]c3ccccc23)[C@H]2c3ccccc3C(=O)N21)C(=O)NC[C@H]1CCCO1", "charge": 0}

Record 7
{"formula": "C20H47Br3Cl3O12P3", "method": "ωB97M-V/def2-TZVPD", "elements": ["C", "Br", "Br", "Br", "H", "C", "C", "O", "P", "O", "O", "C", "C", "O", "C", "C", "H", "H", "H", "H", "H", "H", "H", "H", "H", "H", "H", "H", "H", "H", "H", "C", "C", "O", "P", "O", "O", "C", "C", "O", "C", "C", "H", "H", "H", "H", "H", "H", "H", "H", "H", "H", "H", "H", "H", "H", "H", "C", "C", "O", "P", "O", "O", "C", "C", "O", "C", "C", "H", "H", "H", "H", "H", "H", "H", "H", "H", "H", "H", "H", "H", "H", "H", "C", "Cl", "Cl", "Cl", "H"], "positions_angstrom": [[7.430, -14.571, -1.805], [8.341, -13.002, -2.515], [5.966, -15.188, -3.014], [6.768, -14.295, 0.082], [8.154, -15.380, -1.700], [8.702, -18.648, 6.597], [9.687, -18.604, 5.405], [10.908, -18.877, 5.983], [11.684, -20.158, 5.539], [12.995, -20.480, 6.143], [10.592, -21.344, 5.731], [10.967, -22.681, 5.430], [10.715, -22.987, 3.941], [11.830, -20.048, 3.903], [12.518, -18.935, 3.365], [13.086, -19.285, 2.024], [8.457, -19.701, 6.737], [9.175, -18.222, 7.482], [7.824, -18.106, 6.245], [9.455, -19.326, 4.621], [9.702, -17.568, 5.064], [12.019, -22.901, 5.609], [10.360, -23.285, 6.104], [9.760, -22.550, 3.649], [11.449, -22.682, 3.195], [10.526, -24.044, 3.758], [11.812, -18.113, 3.485], [13.401, -18.848, 3.998], [13.790, -20.115, 2.082], [12.298, -19.593, 1.338], [13.610, -18.435, 1.586], [20.699, -13.627, -3.517], [19.273, -13.909, -3.996], [18.420, -14.661, -3.074], [16.971, -13.987, -2.677], [16.233, -13.413, -3.872], [17.292, -12.995, -1.444], [17.926, -11.758, -1.616], [17.875, -10.790, -0.566], [16.189, -15.168, -2.028], [16.427, -15.696, -0.744], [15.455, -14.988, 0.138], [21.355, -13.126, -4.229], [20.695, -12.987, -2.635], [21.016, -14.599, -3.138], [18.817, -12.980, -4.339], [19.284, -14.684, -4.762], [18.973, -12.024, -1.759], [17.513, -11.273, -2.501], [18.071, -11.311, 0.371], [18.473, -9.899, -0.756], [16.820, -10.518, -0.535], [16.075, -16.724, -0.829], [17.447, -15.487, -0.423], [15.405, -15.474, 1.112], [15.883, -14.002, 0.318], [14.424, -14.912, -0.207], [9.881, -24.527, 0.579], [9.709, -23.154, -0.085], [8.562, -22.507, 0.505], [8.435, -20.949, 0.469], [9.640, -20.199, 0.936], [7.179, -20.647, 1.369], [6.502, -21.705, 2.050], [5.096, -21.386, 2.640], [7.907, -20.648, -1.047], [6.693, -21.009, -1.658], [5.759, -19.863, -1.573], [10.827, -25.034, 0.385], [9.764, -24.430, 1.658], [8.966, -25.027, 0.263], [10.574, -22.493, -0.144], [9.420, -23.432, -1.099], [6.444, -22.527, 1.337], [7.062, -22.040, 2.924], [4.390, -21.211, 1.828], [4.684, -21.968, 3.464], [5.296, -20.379, 3.006], [6.792, -21.508, -2.622], [6.356, -21.749, -0.931], [4.734, -20.079, -1.271], [6.141, -19.015, -1.005], [5.736, -19.397, -2.558], [10.957, -17.354, -0.779], [12.685, -17.102, -1.272], [10.004, -17.549, -2.173], [10.509, -16.212, 0.338], [11.008, -18.367, -0.379]], "spin_multiplicity": 1, "e_homo_ev": -10.16, "smiles": "CCOP(=O)(OCC)OCC.CCOP(=O)(OCC)OCC.CCOP(=O)(OCC)OCC.BrC(Br)Br.ClC(Cl)Cl", "charge": 0}